No. 1
{
  "formula": "C16H15FeN4O5",
  "method": "the ωB97M-V functional and the def2-TZVPD basis",
  "spin_multiplicity": 2,
  "gap_ev": [8.6, 8.7],
  "e_lumo_ev": [-0.0322, 0.0257],
  "relative_energy_kj_mol": 52.18,
  "symbols": ["H", "C", "H", "N", "H", "H", "H", "H", "H", "O", "C", "O", "C", "H", "C", "Fe", "H", "H", "C", "O", "C", "N", "O", "C", "C", "C", "H", "H", "C", "C", "N", "N", "O", "C", "H", "C", "C", "C", "H", "H", "C"],
  "xyz": [[-1.890, -0.832, -4.241], [-1.998, -1.364, 1.567], [1.486, 2.584, -3.200], [1.474, -0.230, 0.006], [0.845, 0.803, -6.531], [-0.292, 1.466, 2.115], [5.312, -0.110, -0.315], [1.237, 2.526, -4.971], [-0.904, 1.125, -6.506], [0.124, 2.204, -0.180], [3.590, -1.342, 0.059], [2.022, -3.678, 0.466], [1.437, -2.615, 0.378], [-0.292, -1.078, 2.999], [-0.813, -0.851, -4.069], [-0.508, -0.635, 0.275], [-0.293, -0.526, -6.695], [3.886, 1.921, -0.777], [-0.123, 0.427, -6.198], [1.776, 2.922, -1.534], [-0.479, -0.489, -2.629], [0.274, 0.591, -2.582], [-0.876, -1.130, -1.635], [2.081, 0.912, -0.352], [-0.971, -0.647, 2.283], [4.233, -0.152, -0.238], [-3.342, -0.707, -0.067], [-0.426, -1.838, -4.331], [3.464, 0.975, -0.473], [-1.994, 0.815, 0.835], [1.151, 2.112, -4.062], [-0.111, 0.217, -4.770], [0.164, -2.438, 0.443], [0.458, 1.010, -3.842], [-2.179, 1.690, 0.238], [-0.983, 0.690, 1.836], [2.215, -1.336, 0.158], [1.240, 2.147, -0.710], [-2.161, -2.428, 1.615], [4.102, -2.283, 0.201], [-2.610, -0.457, 0.684]],
  "atomic_forces_ev_per_a": [[0.0, 0.0, 0.0], [0.4, 0.4, 0.2], [0.0, 0.1, 0.1], [0.0, 0.2, 0.1], [0.0, 0.0, 0.0], [0.0, 0.0, 0.0], [0.0, 0.0, 0.0], [0.0, 0.0, 0.0], [0.0, 0.0, 0.0], [0.2, 0.3, 0.0], [0.0, 0.0, 0.0], [-0.1, 0.1, 0.0], [0.3, -0.1, 0.1], [0.0, 0.0, 0.0], [0.0, 0.1, 0.0], [0.1, -0.5, -0.3], [0.0, 0.0, 0.0], [0.0, 0.0, 0.0], [0.0, 0.0, 0.0], [0.2, 0.1, 0.0], [0.1, 0.0, 0.2], [0.0, -0.1, 0.0], [-0.2, -0.1, -0.1], [0.1, 0.1, 0.1], [-0.4, -0.3, -0.1], [-0.1, 0.0, 0.0], [0.0, 0.0, 0.0], [0.0, 0.0, 0.0], [0.0, -0.1, 0.0], [0.4, -0.4, 0.3], [-0.1, -0.2, -0.1], [0.0, -0.1, 0.0], [-0.1, 0.1, -0.1], [0.1, 0.1, 0.0], [0.1, 0.0, 0.0], [-0.4, 0.2, -0.3], [-0.1, -0.1, 0.0], [-0.4, -0.2, 0.1], [0.0, 0.0, 0.0], [0.0, 0.0, 0.0], [0.1, 0.2, 0.1]]
}



No. 2
{
  "formula": "C16H15IN5O3S3V",
  "method": "the ωB97M-V functional and the def2-TZVPD basis",
  "gap_ev": 5.8,
  "charge": 2,
  "e_lumo_ev": -8.0424,
  "symbols": ["V", "C", "H", "C", "H", "C", "H", "C", "C", "H", "C", "S", "H", "C", "O", "N", "H", "H", "H", "H", "C", "N", "N", "O", "O", "C", "H", "I", "N", "C", "C", "H", "H", "H", "N", "H", "S", "C", "H", "S", "C", "C", "C", "C"],
  "xyz": [[0.952, -1.041, 0.570], [3.770, -1.695, -1.074], [-0.958, 2.655, 0.529], [-0.961, 2.042, -1.556], [4.342, -2.433, -0.537], [-1.533, -2.992, 4.270], [-0.901, -3.850, -0.321], [0.283, -2.906, 2.754], [-1.146, 2.954, -0.494], [-1.081, 1.723, -3.697], [-0.143, -3.466, -1.000], [2.765, 1.206, 4.086], [-1.724, 4.925, 0.046], [-0.328, -3.515, 3.829], [-0.945, -0.032, 0.053], [-2.258, 5.867, -2.351], [0.132, -4.368, 4.308], [-2.412, 6.529, -1.610], [-3.009, -1.454, 3.943], [-2.455, 6.168, -3.289], [2.163, 0.460, 2.887], [-0.235, -1.851, 2.121], [2.782, -0.969, -0.432], [-0.529, -0.329, -2.426], [0.423, -2.281, -0.408], [-2.073, -1.890, 3.625], [-2.040, -3.443, 5.113], [2.125, -3.582, 2.055], [1.130, 0.492, -0.639], [-1.573, 4.220, -0.761], [-1.211, 2.431, -2.891], [4.739, -1.634, -3.026], [0.659, -4.186, -1.140], [-1.838, 4.004, -4.169], [1.687, -0.132, 1.937], [-0.577, -3.158, -1.948], [-0.435, 0.491, -1.260], [-1.636, 3.700, -3.150], [-1.788, -0.487, 2.017], [2.869, -0.057, -2.820], [3.972, -1.297, -2.347], [2.229, -0.101, -1.254], [-1.832, 4.624, -2.095], [-1.403, -1.340, 2.553]],
  "atomic_forces_ev_per_a": [[-0.5, 0.7, 0.3], [-0.1, 0.1, 0.2], [0.0, 0.0, 0.0], [-0.2, 0.5, 0.0], [0.0, 0.0, 0.0], [0.0, 0.0, 0.0], [0.0, 0.0, 0.0], [-0.1, 0.1, 0.0], [0.0, -0.1, -0.1], [0.0, 0.0, 0.0], [0.3, 0.5, 0.3], [0.1, 0.2, 0.3], [0.0, 0.0, 0.0], [0.0, 0.0, 0.0], [0.5, -0.2, -0.1], [0.0, -0.1, 0.0], [0.0, 0.0, 0.0], [0.0, 0.0, 0.0], [0.0, 0.0, 0.0], [0.0, 0.0, 0.0], [-0.2, -0.4, -0.5], [-0.2, -0.1, 0.1], [0.1, 0.0, -0.3], [0.0, -0.1, 0.1], [-0.3, -1.2, -0.8], [-0.1, 0.0, 0.0], [0.0, 0.0, 0.0], [0.1, 0.0, 0.0], [0.5, -0.5, -0.5], [0.0, 0.0, 0.0], [0.0, 0.0, 0.1], [0.0, 0.0, 0.0], [0.0, 0.0, 0.0], [0.0, 0.0, 0.0], [0.2, 0.5, 0.8], [0.0, 0.0, 0.0], [0.3, -0.3, 0.2], [0.0, 0.0, 0.0], [0.0, 0.0, 0.0], [0.0, 0.0, -0.1], [0.1, -0.1, -0.1], [-0.5, 0.5, 0.0], [0.0, 0.1, 0.0], [0.2, -0.1, -0.1]]
}



No. 3
{
  "formula": "C16H15N2O2Sr",
  "method": "the ωB97M-V functional and the def2-TZVPD basis",
  "gap_ev": [4.1, 3.9],
  "charge": -1,
  "e_lumo_ev": [0.3828, 0.2656],
  "symbols": ["Sr", "C", "N", "H", "C", "O", "H", "H", "O", "N", "C", "C", "H", "H", "C", "C", "H", "H", "H", "C", "H", "C", "C", "H", "H", "H", "C", "H", "C", "C", "H", "C", "C", "C", "C", "H"],
  "xyz": [[0.663, 0.947, -0.971], [5.010, -2.099, 2.112], [-0.773, -1.003, -1.810], [5.571, -0.755, -0.944], [-2.525, 2.316, -1.421], [-1.236, 3.095, -1.521], [1.374, -0.919, 2.878], [-0.830, -0.443, 2.430], [3.442, 0.687, -1.511], [0.929, 1.181, 1.589], [-2.718, 0.560, -1.597], [3.020, -0.550, 1.270], [5.627, -2.620, 2.911], [-6.046, 2.533, -0.536], [1.880, 0.231, 2.188], [-0.941, -1.280, -0.262], [-4.414, -1.229, -1.252], [3.352, -1.978, 3.327], [6.653, -2.001, 0.792], [-1.920, -0.425, -2.654], [0.663, 0.947, -3.363], [5.613, -1.729, 0.926], [-3.881, 2.772, -0.982], [-1.430, 0.265, -3.164], [-3.930, 3.705, -0.917], [-6.332, 0.118, -0.630], [3.683, -1.648, 2.246], [-0.979, -2.168, 0.475], [-4.106, -0.091, -1.170], [5.046, -0.939, -0.144], [-2.048, -1.109, 0.321], [-5.112, 1.967, -0.746], [-0.491, 0.249, 1.637], [3.901, -0.121, -0.248], [-5.287, 0.588, -0.784], [-1.428, 0.944, 1.526]],
  "atomic_forces_ev_per_a": [[0.5, 0.8, -1.6], [-0.8, 0.4, -0.5], [-3.3, -1.0, 1.3], [3.6, 0.4, -4.2], [1.2, -1.4, 0.4], [-6.0, -4.5, 0.7], [1.4, 3.9, -1.4], [1.4, -0.1, -0.3], [1.5, -3.9, 7.0], [0.1, -6.7, 3.3], [-4.7, -0.7, -0.7], [0.9, 0.7, 2.8], [-1.3, 0.5, -1.1], [0.9, 0.1, -0.1], [-2.8, -3.7, -4.9], [-4.8, 0.6, 1.6], [1.9, 1.9, -0.3], [-0.6, 1.3, -2.4], [0.0, -0.1, -0.3], [2.2, -0.1, 11.8], [-0.2, 0.1, 0.2], [-0.1, 1.3, -1.7], [1.5, -9.7, -1.1], [2.8, 2.4, -4.9], [-0.8, 7.9, 0.7], [2.1, 0.7, -0.2], [0.1, 2.2, 0.5], [2.3, 0.3, -2.3], [1.4, -0.3, -1.2], [-2.4, -0.3, 3.9], [2.0, 0.8, -2.6], [0.7, 2.0, -0.2], [-0.1, 3.6, -1.3], [-3.7, 0.5, -0.1], [1.1, 0.9, -0.2], [2.0, -0.9, -0.4]]
}



No. 4
{
  "formula": "C16H15N3O6",
  "method": "the ωB97M-V functional and the def2-TZVPD basis",
  "smiles": "C=CCOc1ccc(/C=C\\c2nc(O)c([N+](=O)[O-])c(=O)[nH]2)cc1OC",
  "gap_ev": 7.4,
  "e_lumo_ev": -0.9027,
  "relative_energy_kj_mol": 136.88,
  "symbols": ["C", "N", "H", "C", "H", "H", "O", "O", "C", "H", "H", "N", "H", "C", "H", "O", "H", "O", "C", "C", "H", "H", "O", "C", "N", "C", "C", "C", "H", "H", "H", "C", "C", "C", "H", "C", "H", "C", "C", "O"],
  "xyz": [[0.703, 0.570, -2.587], [0.484, -2.018, -1.151], [1.943, 2.410, 4.868], [0.459, -3.212, -0.536], [0.685, 1.337, -3.355], [0.324, 3.547, 3.425], [-1.644, 2.380, 2.162], [0.097, -5.927, 0.146], [1.247, -0.611, -2.940], [0.527, 0.745, 2.023], [0.821, 0.971, 5.006], [1.974, -2.874, -2.699], [1.698, -0.685, -3.922], [0.646, 0.587, -0.094], [-3.988, 4.283, -0.989], [2.218, -6.141, -0.134], [-1.327, 2.206, -2.298], [2.706, -5.014, -2.686], [-1.208, 1.992, 3.451], [-0.943, 1.885, -1.342], [-1.214, 0.899, 3.554], [-0.722, -2.422, 0.687], [-2.590, 3.172, -0.097], [0.131, 0.982, -1.324], [1.172, -5.550, -0.268], [0.130, 2.562, 3.826], [-1.007, 1.897, 1.072], [1.232, -1.854, -2.208], [-3.549, 2.820, -1.904], [-1.974, 2.406, 4.118], [2.544, -2.740, -3.527], [0.089, 1.046, 1.085], [1.007, 1.951, 4.599], [1.207, -4.294, -0.967], [-2.447, 4.228, -1.879], [-3.162, 3.642, -1.293], [1.511, -0.054, -0.056], [2.038, -4.170, -2.145], [-1.529, 2.327, -0.174], [-0.289, -3.279, 0.555]],
  "atomic_forces_ev_per_a": [[0.3, -0.6, -0.3], [-0.2, 0.1, -0.1], [0.2, 0.1, 0.1], [0.4, -0.4, -0.2], [0.1, 0.0, -0.1], [0.1, 0.2, 0.0], [0.0, 0.1, -0.2], [-0.4, -0.2, 0.1], [0.0, 0.7, -0.4], [0.0, 0.0, 0.1], [-0.1, -0.2, 0.0], [0.0, 0.3, -0.1], [0.0, 0.1, -0.1], [0.0, 0.3, -0.4], [0.0, 0.0, -0.1], [0.4, -0.2, 0.1], [-0.1, 0.1, -0.1], [0.2, -0.2, -0.2], [0.0, -0.1, 0.4], [0.0, -0.1, 0.0], [0.0, 0.1, 0.0], [0.1, 0.1, -0.2], [0.2, -0.2, 0.3], [-0.1, 0.2, 0.7], [0.1, 0.0, 0.0], [-0.2, 0.0, -0.2], [-0.1, 0.0, -0.3], [-0.2, -0.8, 0.5], [0.0, 0.0, 0.0], [0.1, -0.1, -0.1], [-0.1, -0.1, 0.1], [-0.2, 0.1, 0.2], [0.0, 0.0, 0.0], [-0.2, 0.7, -0.2], [0.0, 0.0, 0.0], [-0.1, 0.1, -0.2], [0.0, 0.0, 0.0], [-0.3, 0.0, 0.3], [0.0, 0.0, 0.3], [-0.1, -0.2, 0.2]]
}



No. 5
{
  "formula": "C16H15NO2S3",
  "method": "the ωB97M-V functional and the def2-TZVPD basis",
  "gap_ev": 5.8,
  "e_lumo_ev": -1.9925,
  "symbols": ["N", "C", "C", "H", "C", "C", "H", "H", "C", "C", "H", "C", "C", "C", "H", "H", "S", "H", "C", "C", "H", "C", "C", "S", "S", "H", "H", "C", "H", "H", "H", "C", "C", "H", "O", "O", "H"],
  "xyz": [[4.188, -0.103, 3.945], [0.990, -1.282, 2.513], [-4.573, 1.240, -1.776], [1.990, 2.194, -1.989], [0.475, -0.054, 1.977], [2.172, -1.293, 3.221], [2.746, 2.064, 3.452], [0.463, -2.209, 2.300], [-3.175, 1.243, -1.759], [-5.272, 0.031, -1.874], [0.570, 2.110, 2.201], [1.457, -1.189, -1.532], [-3.166, -1.170, -1.932], [-4.564, -1.174, -1.951], [1.505, 1.369, -0.471], [-2.621, -2.115, -1.970], [-0.207, 1.522, -2.134], [-5.112, 2.189, -1.708], [1.501, 1.301, -1.568], [2.233, 1.152, 3.168], [3.210, 0.023, -1.784], [2.839, -0.079, 3.500], [-0.983, 0.040, -1.669], [-0.731, -0.039, 0.799], [-0.196, -1.398, -2.241], [-5.097, -2.126, -2.022], [-6.364, 0.029, -1.894], [1.051, 1.169, 2.458], [1.962, -2.117, -1.842], [1.353, -1.173, -0.437], [2.126, 0.022, -3.189], [-2.465, 0.038, -1.831], [2.161, 0.036, -2.094], [2.642, -2.215, 3.546], [4.790, 0.985, 4.099], [4.738, -1.209, 4.146], [-2.637, 2.187, -1.658]],
  "atomic_forces_ev_per_a": [[2.7, 0.0, 1.1], [-0.3, 0.9, -0.5], [0.2, -0.1, -0.1], [-0.1, -0.3, 0.3], [2.2, 0.0, 1.4], [0.6, 0.6, 0.4], [-0.1, -0.1, -0.1], [0.2, 0.2, -0.1], [-0.5, 0.1, 0.2], [0.3, 0.0, 0.0], [0.1, -0.2, -0.1], [0.0, -0.5, -0.6], [-0.5, -0.1, 0.1], [0.2, 0.1, -0.1], [0.0, -0.1, -0.2], [-0.2, 0.3, 0.1], [0.1, 0.7, 0.4], [0.2, -0.4, 0.0], [0.0, 0.4, -0.5], [0.5, -0.6, 0.4], [0.0, 0.0, 0.0], [-1.6, 0.0, -1.1], [0.3, 0.0, -0.7], [-2.6, 0.0, -0.9], [0.2, -0.8, 0.6], [0.2, 0.4, 0.0], [0.4, 0.0, 0.1], [-0.2, -0.9, -0.4], [0.0, 0.3, 0.2], [0.0, 0.0, -0.3], [0.1, 0.0, 0.2], [0.4, 0.0, 0.7], [-0.1, 0.0, 0.3], [-0.1, 0.1, -0.1], [-1.1, -1.8, -0.3], [-1.0, 1.8, -0.3], [-0.2, -0.3, 0.0]]
}



No. 6
{
  "formula": "C16H15O6SY",
  "method": "the ωB97M-V functional and the def2-TZVPD basis",
  "gap_ev": 9.0,
  "charge": 2,
  "e_lumo_ev": -6.3590,
  "symbols": ["H", "O", "H", "C", "H", "H", "O", "C", "C", "O", "C", "H", "C", "C", "C", "H", "C", "C", "H", "H", "O", "H", "C", "S", "Y", "O", "C", "O", "H", "C", "H", "C", "C", "H", "H", "H", "C", "H", "C"],
  "xyz": [[-4.229, 2.472, -2.382], [-0.457, 3.581, -3.591], [0.373, 1.851, 1.127], [-0.835, 2.817, -2.767], [-4.619, 0.841, -1.846], [0.375, -4.228, 2.380], [-0.404, 2.733, -1.506], [1.680, -3.104, -1.089], [-1.927, 1.759, -3.097], [-2.587, 1.262, -1.892], [3.081, -0.239, 1.277], [1.395, 2.685, 3.170], [1.879, 0.278, 0.820], [1.685, -4.447, -0.741], [-3.938, 1.680, -1.688], [-5.420, 2.845, 0.945], [-4.104, 2.182, -0.271], [1.211, -4.847, 0.499], [0.358, -1.832, 1.789], [2.048, -2.784, -2.056], [-3.135, 2.248, 0.503], [2.057, -5.178, -1.445], [1.287, 1.348, 1.492], [1.118, -0.468, -0.641], [-1.148, 1.669, -0.121], [-5.304, 2.510, 0.040], [1.200, -2.183, -0.168], [-0.394, -0.134, -0.406], [3.476, 1.691, 4.033], [0.733, -3.908, 1.411], [3.565, -1.056, 0.756], [0.726, -2.566, 1.083], [3.036, 1.307, 3.124], [-2.635, 2.205, -3.791], [-1.453, 0.904, -3.576], [4.587, -0.134, 2.790], [1.853, 1.856, 2.648], [1.211, -5.897, 0.758], [3.655, 0.279, 2.428]],
  "atomic_forces_ev_per_a": [[0.0, 0.1, 0.0], [0.0, -0.1, 0.1], [1.7, -0.1, 1.1], [-0.4, 0.0, -0.8], [0.0, 0.0, 0.0], [0.0, 0.0, 0.0], [1.2, 1.7, -2.3], [0.1, 0.2, -0.2], [0.4, 0.3, -0.2], [-0.3, 0.5, 0.0], [0.0, 0.0, -0.1], [0.0, 0.0, 0.0], [-0.1, 0.0, -0.2], [0.0, -0.1, 0.0], [-0.2, -0.1, -0.1], [0.1, 0.0, 0.1], [0.2, 0.0, 0.0], [0.0, 0.1, -0.1], [0.0, 0.0, 0.0], [0.0, 0.0, 0.0], [-1.4, 0.2, 0.1], [0.0, 0.0, 0.0], [-0.3, 0.0, -0.3], [0.4, -1.1, 0.7], [-2.4, 0.4, 2.6], [-0.3, 0.0, -0.3], [0.0, 0.3, -0.2], [1.3, -2.1, -0.4], [0.0, 0.0, 0.0], [0.0, 0.0, 0.0], [0.0, 0.0, 0.0], [0.0, 0.0, 0.1], [0.0, 0.0, 0.0], [-0.1, -0.1, 0.1], [0.0, 0.0, 0.0], [0.0, 0.0, 0.0], [0.0, 0.1, 0.0], [0.0, 0.0, 0.0], [0.0, 0.1, 0.1]]
}